[1]
Molecular formula: C20H28ClN2O10
Method: DFT, wB97M-V/def2-TZVPD

Last column: Löwdin charge in e.
Geometry (Å):
1 Cl 0.611866 0.252430 -0.015821  0.77
2 O 0.349162 -0.721921 0.980560  -0.34
3 O -0.045612 -0.130235 -1.234396  -0.34
4 O -0.007486 1.521462 0.330906  -0.31
5 O 1.960848 0.323454 -0.298210  -0.24
6 O 1.961156 -1.678816 4.517865  0.03
7 C 1.021097 -1.074777 3.897853  -0.31
8 O -0.334663 -1.445925 4.035638  0.03
9 C -1.143662 -0.465461 3.429168  -0.15
10 C -0.253196 0.800494 3.127550  -0.10
11 C 1.177948 0.211670 3.111142  -0.06
12 H -1.960457 -0.206563 4.102914  0.14
13 H -1.531971 -0.950958 2.533840  0.04
14 H -0.380399 1.771452 3.606242  0.12
15 H -0.520073 1.186028 2.143567  0.06
16 H 1.835830 0.922692 3.610881  0.14
17 H 1.609815 -0.053107 2.145998  0.08
18 O -4.015960 3.809939 -1.536639  0.07
19 C -2.905987 3.333700 -1.781863  -0.54
20 O -2.179303 2.915822 -0.850504  0.09
21 C -1.190600 2.002985 -1.246504  -0.25
22 C -1.070597 2.221276 -2.743129  -0.11
23 C -2.368621 2.920871 -3.131182  -0.06
24 H -1.654225 1.050209 -0.990870  0.02
25 H -0.285447 2.250646 -0.692011  0.05
26 H -0.984647 1.289200 -3.301669  0.12
27 H -0.209272 2.831365 -3.015172  0.12
28 H -3.173191 2.429374 -3.678171  0.13
29 H -2.140608 3.819069 -3.705063  0.12
30 O -4.795844 -0.617430 2.107597  0.09
31 C -4.066734 -0.605201 1.126965  -0.40
32 O -4.161222 0.254579 0.056728  0.07
33 C -2.942084 0.245272 -0.631098  -0.17
34 C -1.930592 -0.456432 0.284509  -0.18
35 C -2.767781 -1.445608 1.059531  -0.05
36 H -2.615579 1.272816 -0.791231  0.06
37 H -3.008607 -0.214011 -1.617369  0.16
38 H -1.612637 0.379675 0.907351  0.11
39 H -1.101499 -0.932518 -0.238996  0.09
40 H -2.373219 -1.758138 2.026348  0.09
41 H -2.857192 -2.349546 0.457025  0.13
42 N 1.597393 -0.815314 -2.298184  0.00
43 C 1.420138 -1.725367 -3.346517  -0.12
44 C 1.538107 -1.150443 -4.543572  -0.17
45 C 1.868641 0.110297 -4.329884  -0.16
46 C 1.898687 0.349612 -2.987522  -0.14
47 H 1.410986 -0.874638 -1.307311  0.05
48 H 1.079007 -2.704180 -3.043270  0.11
49 H 1.175667 -1.589679 -5.461237  0.10
50 H 2.097612 0.979072 -4.929230  0.10
51 H 1.815949 1.297813 -2.477168  0.11
52 N 2.550561 -1.669744 1.349532  -0.02
53 C 2.967965 -2.202429 2.541724  -0.13
54 C 4.369428 -2.179962 2.620630  -0.08
55 C 4.705079 -1.808599 1.311514  -0.14
56 C 3.558113 -1.687158 0.482003  -0.14
57 H 1.567720 -1.488923 1.203103  0.04
58 H 2.251541 -2.288890 3.345254  0.01
59 H 5.059939 -2.317522 3.439578  0.08
60 H 5.694725 -1.694357 0.894445  0.07
61 H 3.433987 -1.449422 -0.564170  0.09

Atomic forces in eV per Å
Cl -3.50 2.95 -0.40
O -1.25 -0.93 -0.02
O -1.24 1.00 1.04
O 5.86 -3.57 7.04
O 2.98 1.83 1.49
O -6.21 3.72 1.21
C 1.04 -0.43 4.68
O 3.54 0.10 0.27
C -0.11 1.84 -0.01
C -0.29 -0.75 -1.77
C -0.60 0.75 1.38
H -0.07 -0.25 0.05
H 0.90 1.48 0.99
H 0.04 -0.65 1.47
H 0.09 -0.61 0.21
H 0.35 -0.55 0.24
H 0.11 0.86 1.17
O 1.44 0.17 -0.81
C -5.26 1.30 -2.20
O 1.63 0.41 3.77
C 1.00 3.05 -4.97
C -0.58 -0.93 -1.36
C 0.29 1.35 -0.03
H 4.56 1.49 -1.38
H -1.68 1.70 -3.44
H 0.31 -0.12 0.15
H -0.02 0.02 0.10
H 0.29 -0.47 0.12
H -0.21 0.13 -0.05
O 0.40 0.45 -2.04
C -0.34 -0.71 2.08
O -1.28 -1.46 1.89
C -1.09 -1.05 -0.11
C -1.66 -0.63 -0.03
C -1.04 0.48 -1.33
H -4.41 -1.42 1.21
H -0.34 -0.32 -0.18
H -0.11 -0.74 0.26
H -2.40 -0.13 0.59
H -1.22 -0.35 -0.71
H -0.48 -0.05 -0.12
N 3.14 -1.38 -6.15
C -1.01 -1.76 4.32
C -1.18 -3.30 -2.54
C 1.33 5.55 0.83
C -0.39 -0.12 1.87
H 1.51 -1.74 -2.63
H 0.12 -0.19 -0.38
H 0.56 -0.21 -0.10
H -0.27 -0.38 -0.78
H 0.67 -0.02 -0.12
N -0.03 -3.41 1.35
C 1.43 0.17 -0.12
C -1.84 0.25 -1.34
C 0.68 -0.37 -2.81
C 3.05 1.24 0.72
H 0.82 -1.05 -0.42
H 1.81 -1.98 -2.49
H -0.37 -0.24 0.03
H 0.19 -0.13 0.08
H 0.37 0.12 0.23

## Properties
relative energy (zero: lowest compared OMol25 entry of this formula, charge and spin)	1575.6	kJ/mol
multiplicity	1
Kohn-Sham gap	0.2707	Eh
total energy	-2100.26149	Eh
net charge	-1


[2]
Molecular formula: C5H8O
Method: DFT, wB97M-V/def2-TZVPD

Last column: Löwdin charge in e.
Geometry (Å):
1 C 0.171994 -0.113378 1.585024  0.04
2 C -0.362818 -0.233540 0.371824  -0.38
3 C -0.698219 -1.560186 -0.262925  -0.06
4 C -0.371679 1.003196 -0.498601  -0.13
5 C 1.104907 1.268705 -0.822530  -0.24
6 O 1.964465 1.319315 0.020467  0.05
7 H 0.393350 0.867138 1.995269  0.07
8 H 0.505445 -0.970508 2.159537  0.07
9 H -0.522495 -1.557409 -1.345367  0.08
10 H -1.753955 -1.819611 -0.113131  0.08
11 H -0.097777 -2.361864 0.177990  0.08
12 H -0.955009 0.904547 -1.421093  0.11
13 H -0.756575 1.878799 0.041736  0.12
14 H 1.378366 1.374796 -1.888201  0.12

Atomic forces in eV per Å
C -0.13 -0.09 -0.02
C 0.19 -0.02 0.23
C 0.01 -0.08 -0.01
C 0.00 0.01 0.00
C 0.29 0.11 0.15
O -0.27 0.21 -0.57
H 0.03 -0.20 -0.05
H -0.36 -0.04 0.09
H 0.03 0.04 0.18
H 0.14 0.10 -0.04
H -0.12 0.09 -0.03
H 0.14 -0.08 0.17
H 0.14 -0.16 -0.05
H -0.08 0.11 -0.04

## Properties
relative energy (zero: lowest compared OMol25 entry of this formula, charge and spin)	129.6	kJ/mol
multiplicity	1
Kohn-Sham gap	0.3730	Eh
SMILES	C=C(C)CC=O
total energy	-270.50853	Eh
net charge	0


[3]
Molecular formula: C44H43N8OS2SiTi
Method: DFT, wB97M-V/def2-TZVPD

Last column: Mulliken spin population.
Geometry (Å):
1 Ti 0.199318 0.038581 -0.116929  1.04
2 C 3.186015 1.695264 0.965092  0.00
3 N 2.219038 1.496324 -0.129445  -0.02
4 C 1.495018 2.758619 -0.373163  0.08
5 C 0.652052 2.624943 -1.608984  -0.01
6 C 0.487129 3.673185 -2.497277  0.00
7 C -0.219353 3.458262 -3.669648  0.00
8 C -0.721596 2.193528 -3.923378  0.00
9 C -0.523781 1.203414 -2.978063  0.03
10 N 0.140582 1.404008 -1.835443  -0.06
11 C 2.963152 1.055915 -1.334904  0.01
12 C 2.764161 -0.404449 -1.655709  0.02
13 C 3.638568 -1.058781 -2.511512  0.00
14 C 3.479765 -2.418487 -2.730042  0.00
15 C 2.484619 -3.097462 -2.046027  0.00
16 C 1.657699 -2.373261 -1.213732  0.01
17 N 1.752357 -1.044882 -1.063981  -0.04
18 C 2.650978 1.676025 2.372736  0.03
19 C 3.395832 2.304760 3.367771  0.00
20 C 3.009231 2.149621 4.685258  0.00
21 C 1.892248 1.375642 4.962499  0.00
22 C 1.200827 0.821547 3.901278  0.01
23 N 1.560318 0.969951 2.625111  0.02
24 H 3.720682 2.641528 0.805324  0.00
25 H 3.929169 0.898575 0.900090  0.00
26 H 2.185999 3.602088 -0.495126  0.00
27 H 0.874640 2.958190 0.505511  -0.02
28 H 0.917783 4.639073 -2.270262  0.00
29 H -0.361596 4.262707 -4.378966  0.00
30 H -1.270856 1.967599 -4.826174  0.00
31 H -0.939698 0.218086 -3.117457  -0.01
32 H 4.033905 1.226099 -1.196234  0.00
33 H 2.684462 1.652943 -2.204678  0.00
34 H 4.434667 -0.502640 -2.990438  0.00
35 H 4.133494 -2.942082 -3.415191  0.00
36 H 2.330505 -4.160455 -2.160651  0.00
37 H 0.881051 -2.869129 -0.645514  0.00
38 H 4.264847 2.895572 3.107635  0.00
39 H 3.568688 2.621591 5.481958  0.00
40 H 1.555926 1.211265 5.976580  0.00
41 H 0.315569 0.221689 4.082356  0.00
42 N -2.379461 -1.026446 1.681623  0.01
43 C -1.290660 -1.692858 2.108545  -0.01
44 N -0.040087 -1.436960 1.766278  0.03
45 C 0.820709 -2.282609 2.486303  0.05
46 C 0.196807 -3.186229 3.274212  0.00
47 S -1.504026 -2.987784 3.228964  0.00
48 C 2.294723 -2.176562 2.517193  -0.02
49 C 3.024364 -2.641473 3.566060  0.00
50 S 4.698001 -2.404743 3.285500  0.00
51 C 4.301526 -1.672454 1.774191  0.00
52 N 3.035235 -1.600382 1.507194  0.02
53 N 5.282701 -1.184118 0.930874  0.00
54 H -2.275878 -0.317323 0.971262  0.00
55 H -3.281043 -1.464856 1.760459  0.00
56 H 0.640653 -3.953291 3.883720  0.00
57 H 2.685777 -3.069086 4.493382  0.00
58 H 6.227883 -1.438707 1.170787  0.00
59 H 5.079587 -1.332993 -0.047489  0.00
60 C -2.570288 2.813787 -0.503165  0.02
61 C -1.885683 2.260543 0.704641  0.32
62 O -1.036086 1.241783 0.561149  0.03
63 C -2.156996 2.748143 2.016026  0.04
64 C -3.025439 3.840271 2.226389  0.18
65 C -3.282508 4.296762 3.505139  -0.09
66 C -2.693144 3.687758 4.608112  0.17
67 C -1.839797 2.604543 4.416041  -0.12
68 C -1.576215 2.138822 3.144798  0.10
69 H -2.235226 2.311972 -1.404714  -0.01
70 H -2.387217 3.886877 -0.614172  0.02
71 H -3.654547 2.679316 -0.437371  0.01
72 H -3.498020 4.330942 1.386444  0.02
73 H -3.951011 5.136057 3.646400  0.00
74 H -2.902660 4.049460 5.605621  0.01
75 H -1.381633 2.121051 5.270453  0.00
76 H -0.927860 1.292442 2.984484  0.13
77 C -0.239508 -4.430751 -4.941892  0.00
78 C 0.116918 -3.090305 -4.942716  0.00
79 C -0.238085 -2.276872 -3.874746  0.01
80 C -0.962335 -2.758833 -2.780022  0.01
81 C -1.302849 -4.116549 -2.806935  0.00
82 C -0.950463 -4.942443 -3.866052  0.00
83 Si -1.475493 -1.743794 -1.230313  0.01
84 C -3.316664 -1.316005 -1.469293  -0.01
85 C -3.769964 -0.166101 -2.119806  0.00
86 C -5.122698 0.118831 -2.252169  0.00
87 C -6.067863 -0.747959 -1.724748  0.00
88 C -5.648260 -1.899605 -1.074156  0.00
89 C -4.293393 -2.175597 -0.951894  -0.01
90 H 0.033165 -5.070053 -5.771512  0.00
91 H 0.676757 -2.678216 -5.773537  0.00
92 H 0.104937 -1.248900 -3.901730  0.00
93 H -1.855669 -4.539832 -1.975978  0.00
94 H -1.233737 -5.987421 -3.851603  0.00
95 H -1.604551 -2.899882 -0.277146  0.01
96 H -3.059867 0.536091 -2.540045  0.00
97 H -5.439315 1.018328 -2.765774  0.00
98 H -7.123243 -0.529553 -1.821748  0.00
99 H -6.378681 -2.586845 -0.665845  0.00
100 H -3.985032 -3.084353 -0.445944  0.00

Atomic forces in eV per Å
Ti -0.53 0.22 1.33
C 0.02 -0.11 0.00
N -0.01 -0.06 -0.15
C 0.00 -0.02 0.06
C 0.01 -0.06 0.01
C -0.06 0.00 0.05
C 0.00 0.03 -0.02
C -0.02 -0.03 0.04
C -0.09 0.08 0.04
N 0.15 0.37 -0.61
C 0.05 0.11 0.00
C 0.08 -0.01 0.06
C 0.02 0.00 0.07
C 0.00 0.00 -0.03
C 0.09 0.03 0.11
C -0.01 -0.10 -0.07
N 0.69 -0.55 -0.47
C 0.04 0.08 -0.01
C -0.03 0.00 0.00
C -0.01 0.02 0.01
C -0.01 -0.02 -0.01
C 0.11 -0.05 0.01
N -0.01 -0.06 -0.01
H 0.04 -0.03 -0.04
H -0.06 -0.03 0.03
H 0.03 -0.02 -0.01
H -0.01 0.04 -0.02
H 0.00 0.00 -0.01
H 0.00 0.00 0.00
H 0.01 0.01 -0.01
H 0.02 -0.03 -0.01
H 0.01 0.02 -0.02
H -0.04 -0.02 0.02
H 0.00 -0.01 -0.01
H 0.01 0.00 0.01
H 0.01 0.00 -0.01
H -0.05 0.03 -0.03
H 0.01 -0.01 0.00
H 0.00 0.00 0.01
H 0.00 0.00 0.01
H 0.04 -0.06 0.02
N 0.03 -0.02 0.07
C -0.10 0.06 -0.09
N 0.08 0.02 -0.08
C 0.04 0.10 0.04
C 0.05 -0.12 -0.01
S -0.05 0.00 0.03
C -0.10 0.13 0.03
C -0.03 0.04 0.08
S 0.06 0.01 0.02
C 0.00 -0.02 -0.03
N -0.04 -0.13 -0.13
N 0.00 0.08 -0.06
H 0.01 0.05 0.06
H 0.00 0.01 -0.02
H 0.04 -0.01 -0.03
H -0.05 0.03 0.01
H 0.00 -0.02 -0.01
H -0.03 0.00 -0.02
C -0.01 0.01 0.00
C 0.15 -0.15 0.05
O -0.31 0.19 -0.02
C -0.06 0.04 0.02
C 0.02 0.00 0.04
C 0.00 -0.01 -0.01
C 0.00 -0.01 0.01
C 0.00 0.01 -0.01
C -0.05 0.00 -0.06
H 0.02 -0.01 0.00
H 0.00 0.00 -0.01
H 0.00 0.01 0.01
H 0.00 -0.01 -0.02
H 0.00 0.00 0.00
H 0.01 0.00 0.00
H 0.00 0.00 0.01
H -0.12 0.06 -0.06
C 0.01 0.02 -0.01
C -0.01 -0.02 0.01
C 0.03 0.00 0.03
C -0.01 0.06 -0.05
C -0.02 0.01 -0.02
C 0.00 -0.01 0.02
Si -0.06 -0.21 -0.16
C -0.03 0.00 0.03
C 0.01 0.00 -0.01
C 0.00 -0.02 0.00
C 0.00 0.01 0.00
C -0.01 -0.01 0.01
C 0.00 0.03 0.00
H 0.00 0.00 0.00
H 0.00 0.00 0.00
H -0.01 0.02 0.02
H -0.01 0.00 0.00
H 0.00 0.00 0.00
H 0.06 -0.01 0.01
H 0.01 0.01 0.00
H 0.00 0.00 0.00
H 0.00 0.00 0.00
H 0.00 0.00 0.00
H 0.00 -0.02 0.00

## Properties
relative energy (zero: lowest compared OMol25 entry of this formula, charge and spin)	73.2	kJ/mol
multiplicity	3
Kohn-Sham gap (alpha / beta)	0.2112 / 0.2680	Eh
total energy	-4151.03821	Eh
net charge	+1


[4]
Molecular formula: C4H11NS2
Method: DFT, wB97M-V/def2-TZVPD

Last column: Löwdin charge in e.
Geometry (Å):
1 C 2.015084 1.819654 1.280515  -0.10
2 C 1.328130 0.456914 1.129390  -0.30
3 N 0.177879 0.550987 0.242439  -0.09
4 C -0.031981 -0.605438 -0.597127  -0.34
5 C -1.199552 -0.395359 -1.545457  -0.53
6 S -2.809212 -0.486096 -0.671947  0.40
7 S -3.127391 -2.454619 -0.392462  0.29
8 H 1.297542 2.519250 1.705538  0.06
9 H 2.336120 2.188878 0.305955  0.07
10 H 2.835744 1.721805 1.996504  0.07
11 H 1.106529 0.091545 2.130118  0.10
12 H 2.010964 -0.314876 0.751613  0.11
13 H -0.637687 0.739059 0.814430  0.09
14 H 0.886338 -0.768537 -1.160770  0.12
15 H -0.249074 -1.533783 -0.040229  0.10
16 H -1.198833 0.562874 -2.057286  0.07
17 H -1.215156 -1.186971 -2.289898  0.06
18 H -3.525448 -2.905284 -1.601332  -0.19

Atomic forces in eV per Å
C -0.23 -0.66 0.13
C 0.67 0.11 -0.06
N -0.03 0.15 0.40
C -0.33 -0.06 -0.02
C -0.14 -0.60 0.29
S -0.11 0.71 -0.49
S 0.19 -0.81 0.35
H -0.03 0.16 -0.05
H 0.16 0.04 0.17
H 0.14 0.19 -0.26
H -0.48 -0.10 0.26
H 0.08 0.35 -0.24
H -0.16 -0.04 -0.24
H 0.03 -0.03 -0.14
H 0.18 0.03 0.00
H 0.14 0.18 0.09
H -0.02 0.00 -0.15
H -0.06 0.37 -0.04

## Properties
relative energy (zero: lowest compared OMol25 entry of this formula, charge and spin)	42.4	kJ/mol
multiplicity	1
Kohn-Sham gap	0.3446	Eh
SMILES	CCNCCSS
total energy	-1010.12222	Eh
net charge	0


Question: Look up the total energy of the third one.
Answer: -4151.03821 Eh


Question: Look up the net charge of the fourth one.
Answer: 0